[1]
Formula: C7H12NO4
Source: OMol25
Level of theory: ωB97M-V with the def2-TZVPD basis set

Calculated values
Kohn-Sham gap ... 11.1 eV
E_HOMO ... -0.5157 Ha
Energy relative to the best compared isomer or geometry (same formula, charge and spin) ... 3.571 eV
Structure (SMILES) ... C[C@](O)([C@H]1CO1)[C@@]1(O)[NH2+][C@@]12CO2
Charge ... +1
2S+1 ... 1
Total energy ... -17121.98041 eV

Element x y z (Å)
O  0.536  -0.851  1.933
O  -0.013  0.825  -1.107
O  -1.895  -1.664  -0.513
O  3.295  -0.582  0.359
N  0.974  -1.426  -0.444
C  2.990  0.470  -0.630
C  -0.857  1.772  1.034
C  1.923  -0.351  -0.059
C  -2.748  -0.581  -0.843
C  0.703  -0.413  0.664
C  -1.780  -0.411  0.206
C  -0.494  0.534  0.155
H  -0.218  1.998  1.916
H  1.230  -2.392  -0.325
H  3.343  0.164  -1.624
H  0.353  -1.411  -1.307
H  -3.727  -0.884  -0.754
H  3.117  1.558  -0.325
H  1.145  -1.648  1.978
H  -0.744  2.639  0.352
H  -1.894  1.935  1.352
H  -0.602  1.518  -1.473
H  -2.171  -0.543  1.274
H  -2.465  -0.254  -1.815

***

[2]
Formula: C4H11N2S
Source: OMol25
Level of theory: ωB97M-V with the def2-TZVPD basis set

Calculated values
Kohn-Sham gap (alpha / beta) ... 1.9 / 5.9 eV
E_HOMO (alpha / beta) ... 0.1527 / 0.0019 Ha
Energy relative to the best compared isomer or geometry (same formula, charge and spin) ... 0.546 eV
Charge ... -2
2S+1 ... 2
Total energy ... -18138.12826 eV

Element x y z (Å)
S  1.176  1.337  -2.541
N  -0.231  -0.922  1.365
N  1.351  0.894  1.135
C  -0.880  -1.139  0.084
C  -0.056  -0.843  -1.185
C  -0.285  0.581  -1.796
C  0.043  0.450  1.685
H  -0.295  -1.561  -1.958
H  1.779  1.590  1.736
H  1.251  1.332  0.212
H  -1.163  -2.196  0.018
H  0.115  0.546  2.777
H  -1.121  0.467  -2.497
H  -0.768  1.094  1.328
H  0.663  -1.382  1.424
H  -0.796  1.164  -1.013
H  0.998  -0.873  -0.932
H  -1.780  -0.538  0.160

***

[3]
Formula: C17H52O9
Source: OMol25
Level of theory: ωB97M-V with the def2-TZVPD basis set

Calculated values
Kohn-Sham gap ... 9.7 eV
E_HOMO ... -0.3364 Ha
Energy relative to the best compared isomer or geometry (same formula, charge and spin) ... 2.783 eV
Structure (SMILES) ... CCO.CCO.CCO.CCO.CCO.CCO.CCO.CCO.CO
2S+1 ... 1
Total energy ... -36896.66839 eV

Element x y z (Å)
O  12.734  12.200  13.983
O  15.260  6.497  9.650
O  9.522  7.210  9.535
O  11.663  9.578  6.126
O  10.365  9.720  8.577
O  13.626  4.503  9.582
O  11.864  6.499  10.820
O  10.181  6.798  13.282
O  12.633  10.936  11.064
C  14.218  11.988  14.035
C  13.731  11.622  10.475
C  13.766  11.307  9.021
C  16.555  6.176  10.195
C  14.457  10.490  14.098
C  9.559  10.811  8.893
C  13.833  5.307  7.242
C  16.599  6.815  11.599
C  8.786  6.547  8.513
C  13.787  10.292  5.209
C  10.700  9.236  13.701
C  12.555  7.749  10.634
C  12.380  10.734  5.798
C  8.434  10.460  9.878
C  10.710  7.757  14.155
C  13.327  4.199  8.203
C  9.549  6.156  7.289
H  11.958  11.229  4.931
H  8.177  5.750  8.906
H  13.571  9.638  4.313
H  14.079  9.867  13.218
H  9.362  7.216  13.011
H  14.609  12.280  13.081
H  12.763  11.470  8.676
H  13.657  12.725  10.552
H  10.201  11.633  9.271
H  14.442  11.142  4.969
H  16.914  6.172  12.395
H  11.248  9.613  7.016
H  15.496  10.253  14.128
H  7.994  7.281  8.238
H  7.754  11.269  10.095
H  12.834  4.877  9.982
H  12.563  11.140  11.953
H  13.389  6.250  7.520
H  11.507  9.450  13.017
H  14.673  11.265  11.031
H  10.108  7.731  15.120
H  11.007  9.846  14.564
H  9.103  11.136  7.953
H  10.035  7.003  6.776
H  14.039  10.248  8.801
H  13.722  3.202  8.041
H  17.182  7.780  11.560
H  11.297  6.567  11.581
H  13.109  7.601  9.723
H  13.450  5.074  6.221
H  7.827  9.810  9.369
H  15.592  7.137  11.727
H  14.437  11.983  8.474
H  14.013  10.047  15.028
H  12.393  11.283  6.743
H  17.302  6.578  9.509
H  9.756  9.594  13.293
H  12.547  13.140  14.042
H  13.322  7.915  11.412
H  14.447  9.809  5.978
H  14.845  5.652  9.476
H  10.369  6.721  9.720
H  11.838  8.563  10.662
H  14.921  5.415  7.242
H  14.656  12.576  14.852
H  12.225  4.071  8.027
H  11.705  7.426  14.467
H  8.764  5.780  6.631
H  8.822  10.089  10.815
H  16.717  5.084  10.219
H  9.965  8.842  8.803
H  10.260  5.380  7.458

***

[4]
Formula: C5H11N
Source: OMol25
Level of theory: ωB97M-V with the def2-TZVPD basis set

Calculated values
Kohn-Sham gap ... 7.3 eV
E_HOMO ... -0.2600 Ha
Energy relative to the best compared isomer or geometry (same formula, charge and spin) ... 5.360 eV
2S+1 ... 1
Total energy ... -6848.16861 eV

Element x y z (Å)
N  -0.691  0.872  -1.383
C  -1.503  -0.358  1.024
C  1.532  -1.127  -0.700
C  -0.232  0.155  0.657
C  0.984  -0.735  0.695
C  -0.188  1.399  -0.173
H  1.722  -0.296  1.371
H  0.864  1.687  -0.234
H  1.255  -2.152  -0.953
H  -0.732  2.230  0.314
H  0.997  -0.525  -1.438
H  0.679  -1.645  1.223
H  2.617  -1.061  -0.752
H  -2.235  0.385  1.329
H  -1.045  -0.598  -0.109
H  -1.488  -1.213  1.700
H  -1.692  0.713  -1.285